C27H29N3O4PdS3 | the ωB97M-V functional and the def2-TZVPD basis

## Properties
**Electronic energy**: -2833.36840 Ha
**Total charge**: +2
**Gap between HOMO and LUMO**: 0.19343 hartree

CARTESIAN COORDINATES (ANGSTROEM)
Pd -1.320 0.336 -0.855
N -0.631 4.303 -1.364
C -1.131 3.094 -1.175
O -0.361 2.098 -1.134
C -2.588 2.861 -0.958
C -2.897 1.414 -1.349
H 0.371 4.400 -1.469
H -1.222 5.114 -1.429
H -3.210 3.584 -1.492
H -2.766 3.018 0.110
H -3.002 1.305 -2.430
H -3.797 1.046 -0.858
O -5.129 -1.697 0.079
C -4.860 -2.986 -0.079
C -5.894 -3.894 0.150
C -5.664 -5.239 0.001
C -4.402 -5.739 -0.377
C -3.378 -4.872 -0.608
C -3.576 -3.468 -0.472
C -2.537 -2.546 -0.741
O -2.620 -1.314 -0.619
N -1.280 -3.160 -1.184
N -0.609 -2.366 -1.844
C 0.663 -2.866 -2.203
S 1.574 -3.820 -1.174
C 2.798 -4.253 -2.457
C 2.906 -3.089 -3.422
S 1.231 -2.431 -3.714
H -4.332 -1.170 -0.103
H -6.861 -3.508 0.443
H -6.474 -5.933 0.186
H -4.252 -6.805 -0.476
H -2.404 -5.241 -0.888
H 2.440 -5.162 -2.940
H 3.746 -4.456 -1.963
H 3.324 -3.396 -4.379
H 3.495 -2.263 -3.019
O 0.707 -0.572 -0.004
S 1.330 -0.177 1.333
C 2.971 0.522 0.960
C 3.021 1.545 -0.135
C 2.913 1.159 -1.470
C 3.017 2.092 -2.486
C 3.241 3.430 -2.181
C 3.349 3.825 -0.854
C 3.237 2.886 0.164
C 0.465 1.306 1.893
C 1.012 1.779 3.212
C 1.437 3.097 3.350
C 1.938 3.550 4.561
C 2.028 2.685 5.642
C 1.601 1.371 5.513
C 1.091 0.920 4.305
H 3.568 -0.358 0.714
H 3.337 0.912 1.912
H 2.744 0.115 -1.705
H 2.942 1.783 -3.521
H 3.361 4.154 -2.976
H 3.557 4.859 -0.608
H 3.357 3.191 1.197
H -0.581 0.993 1.956
H 0.567 2.050 1.103
H 1.361 3.776 2.508
H 2.256 4.579 4.662
H 2.421 3.036 6.586
H 1.658 0.698 6.358
H 0.743 -0.104 4.221

Löwdin population analysis, charges in e, atoms 1 to 6: 0.884, 0.238, -0.483, -0.097, -0.147, -0.203